30
Properties=species:S:1:pos:R:3:forces:R:3:nbo_charge:R:1 method="wB97M-V/def2-TZVPD" homo_energy_ev=-11.160 e_lumo_ev=0.022 charge=0 relative_energy_ev=3.380 homo_lumo_gap_ev=11.18
O -1.48363 3.96380 3.39920 0.1 0.2 0.1 -0.939
H -2.19627 3.44561 3.77317 -0.2 -0.1 0.1 0.468
H -1.11288 3.40457 2.71654 0.2 -0.1 -0.2 0.470
O 3.23577 5.75383 0.93480 0.1 0.1 0.2 -0.935
H 2.56699 6.04387 0.31444 -0.2 0.1 -0.1 0.467
H 3.45267 4.86438 0.65542 0.1 -0.2 0.0 0.467
O 4.23812 1.35312 -0.84446 -0.3 0.1 0.1 -0.945
H 5.06549 1.56223 -0.41091 0.2 0.1 0.2 0.471
H 4.47872 0.73680 -1.53621 0.0 -0.2 -0.2 0.474
O 2.96834 -2.20953 -3.41325 0.2 -0.1 0.3 -0.948
H 2.26734 -1.55929 -3.45820 -0.3 0.2 0.0 0.476
H 3.16619 -2.41271 -4.32747 0.1 -0.1 -0.2 0.472
O -2.51287 -3.19125 -0.58600 0.3 0.1 -0.1 -0.948
H -3.20770 -3.68433 -1.02225 -0.1 -0.1 -0.2 0.470
H -2.87284 -2.98034 0.27550 -0.1 0.1 0.4 0.478
O 0.31270 0.82685 0.65714 -0.2 0.2 0.2 -0.948
H 1.22476 0.90600 0.37766 0.3 0.1 -0.1 0.478
H 0.05821 -0.05871 0.39779 -0.1 -0.2 -0.1 0.470
O -0.59004 -0.05310 -3.87487 0.2 -0.2 0.0 -0.943
H -0.35091 0.77325 -4.29463 0.1 0.2 -0.1 0.469
H -1.52936 0.02536 -3.70828 -0.2 0.0 0.1 0.474
O -2.98888 -2.68425 3.22067 -0.1 0.1 -0.3 -0.948
H -3.25969 -3.51894 3.60301 -0.1 -0.2 0.1 0.473
H -2.17366 -2.46651 3.67262 0.2 0.1 0.1 0.475
O 1.49034 -4.24435 -0.35511 0.1 -0.1 0.2 -0.946
H 1.98356 -3.78104 -1.03210 0.2 0.1 -0.3 0.474
H 0.60182 -3.89506 -0.42407 -0.3 0.0 0.0 0.471
O -4.47196 1.36276 1.80432 -0.1 0.2 0.0 -0.938
H -3.59195 1.23463 1.45020 0.3 0.0 -0.1 0.468
H -4.76824 0.48235 2.03527 -0.1 -0.2 0.1 0.469